Density functional theory data (ωB97M-V with the def2-TZVPD basis set) for 12 unconnected molecules or ions with the total composition C33H80IN2O13P in a non-equilibrium geometry.

XYZ file:
```
130
Properties=species:S:1:pos:R:3:forces:R:3
C 4.48001 -0.15538 -1.78936 -6.44 2.35 3.75
C 3.29853 0.15962 -1.27640 5.96 -0.75 -1.85
C 1.95366 0.72114 -0.53863 1.98 -1.11 -0.21
C 2.27244 0.67478 1.03494 -0.60 0.04 5.01
N 2.34320 0.66973 2.26256 -0.30 0.07 -7.94
C 0.75875 -0.27172 -1.01516 -0.01 0.07 -0.71
C 0.82262 -1.75687 -0.38750 -0.10 0.36 -0.09
C 0.12778 -1.92839 1.05579 -0.41 -1.29 0.39
C -1.45935 -1.63053 1.09163 0.00 -0.43 -0.15
C -1.78133 -0.06510 1.34687 1.05 -0.27 -0.25
C -2.64060 0.25517 2.67723 0.08 1.12 -0.67
C -4.14463 0.64689 2.23788 -0.25 0.15 1.29
C -4.35234 2.22068 1.89302 -0.65 -0.01 -0.49
C -3.62131 2.70773 0.53809 -0.10 -0.01 0.06
C -4.27462 4.00766 -0.16788 -0.19 -0.69 -0.48
C -4.29688 3.70750 -1.77069 0.19 -0.58 0.31
C -2.83382 3.46011 -2.41318 0.46 -0.36 -1.18
C -2.82538 2.18382 -3.44995 0.57 0.38 0.32
C 1.69566 2.28429 -0.92788 -1.83 -0.16 -3.25
C 1.24682 2.30302 -2.50409 -1.55 0.05 -3.39
N 0.87049 2.37664 -3.66036 2.24 -0.27 6.49
C 0.48436 2.97910 -0.11718 -0.18 0.07 -0.15
C 0.89922 3.71618 1.25930 -1.23 0.18 0.86
C 0.54176 5.32119 1.25055 0.80 -0.80 -0.58
I -0.00998 5.84450 3.33662 0.22 0.09 -1.09
P 3.36268 3.20192 -0.85367 3.00 0.57 0.89
O 4.25808 3.00755 -2.34011 -3.00 1.70 1.28
O 3.09288 4.91806 -0.76562 -1.60 -2.41 -2.31
H 5.60860 -0.27003 -1.95944 -2.17 -0.17 0.11
H -0.24232 0.27723 -0.88292 1.40 -1.04 0.03
H 0.90237 -0.39765 -2.16775 -0.13 0.48 2.09
H 0.31619 -2.46826 -1.16181 0.80 1.24 1.54
H 1.93815 -2.06612 -0.36596 -1.88 0.51 0.11
H 0.25412 -3.05425 1.34549 -0.05 1.98 -0.62
H 0.61008 -1.33019 1.91044 -0.49 -0.76 -1.52
H -1.95626 -2.27470 1.93005 0.99 1.19 -1.41
H -1.91631 -2.02661 0.09089 0.70 0.85 1.72
H -2.25102 0.34038 0.36523 0.50 -0.42 1.94
H -0.74810 0.47459 1.45040 -1.76 -0.95 -0.15
H -2.57752 -0.57578 3.48434 -0.24 1.19 -1.65
H -2.15918 1.19738 3.17488 -0.92 -1.59 -0.77
H -4.49508 -0.02847 1.37105 0.58 1.17 1.18
H -4.85683 0.42089 3.13091 1.15 0.36 -1.50
H -4.08337 2.92007 2.78806 -0.34 -1.41 -1.49
H -5.50004 2.35100 1.71503 1.95 -0.16 0.33
H -3.72988 1.82670 -0.22251 0.49 1.54 1.34
H -2.50503 2.95627 0.74525 -1.74 -0.80 -0.39
H -5.37945 4.06866 0.17993 1.80 0.17 -0.50
H -3.70325 4.97917 0.10254 -1.14 -1.68 -0.50
H -4.88843 2.70861 -1.88749 0.94 1.71 0.16
H -4.86633 4.49543 -2.38500 0.92 -1.04 1.03
H -1.99814 3.25044 -1.64707 -1.54 0.39 -0.91
H -2.46490 4.36765 -3.04530 -0.85 -1.37 1.26
H -2.64574 1.19308 -2.86338 -0.62 1.66 -1.04
H -1.93828 2.28153 -4.19379 -1.54 -0.14 1.28
H -3.80716 2.15931 -4.04736 1.48 -0.12 0.96
H -0.32237 2.17264 0.11252 1.48 1.35 -0.45
H -0.02252 3.72671 -0.84730 0.94 -1.18 1.31
H 0.20193 3.27369 2.08666 1.38 0.62 -1.54
H 1.97329 3.50544 1.62251 -1.69 0.49 -0.77
H -0.35256 5.56322 0.55629 1.49 -0.39 1.37
H 1.46488 5.97588 1.00648 -1.73 -1.16 0.37
H 3.85632 3.69810 -2.93301 0.72 -0.99 0.11
H 2.46287 5.11993 -1.52054 0.85 0.29 1.18
C 7.78716 -1.99368 -0.67816 0.05 0.04 0.30
O 7.45737 -1.14106 -1.76633 0.11 0.48 -0.23
H 7.10642 -2.84654 -0.67869 0.01 0.14 -0.15
H 8.81366 -2.34981 -0.78996 -0.06 -0.08 0.19
H 7.68151 -1.44698 0.26071 0.11 -0.24 0.04
H 8.07470 -0.39586 -1.74167 -0.19 -0.23 -0.06
C -2.22140 3.65853 6.23612 -0.06 0.16 -0.12
O -0.93312 3.28792 5.76823 0.12 -0.01 -0.12
H -2.45862 3.06791 7.12224 0.12 0.02 -0.12
H -2.22616 4.71976 6.49692 -0.19 -0.02 0.07
H -2.96518 3.46095 5.46006 -0.18 0.06 0.13
H -0.74873 3.82574 4.98348 0.10 -0.26 0.14
C 3.20007 -4.63017 -0.21889 -0.28 -0.24 0.03
O 1.80644 -4.88647 -0.15978 0.18 -0.05 -0.02
H 3.36133 -3.55113 -0.23577 0.00 -0.12 0.01
H 3.68969 -5.05476 0.66146 0.25 0.10 -0.05
H 3.61698 -5.07201 -1.12786 0.26 0.09 0.02
H 1.69340 -5.84980 -0.14606 -0.43 0.28 0.00
C -0.20671 -0.29544 5.66225 -0.09 0.35 0.11
O -0.96864 0.54575 6.51154 -0.20 -0.06 0.04
H -0.18432 -1.30022 6.08770 -0.04 0.11 0.00
H -0.66726 -0.33270 4.67166 0.21 -0.17 -0.12
H 0.81426 0.08729 5.58537 0.08 -0.19 -0.18
H -0.97175 1.42978 6.11031 0.16 -0.09 0.14
C 9.91431 -1.95301 2.87172 0.16 0.18 0.04
O 9.58660 -1.09964 1.78620 0.13 0.30 -0.16
H 9.23266 -2.80478 2.86929 0.04 0.15 -0.08
H 10.94085 -2.31117 2.76087 -0.03 -0.15 0.19
H 9.80830 -1.40788 3.81281 0.04 -0.21 0.12
H 10.20426 -0.35541 1.81213 -0.26 -0.22 -0.05
C -0.84911 -7.26596 -1.19827 -0.03 -0.08 0.12
O 0.14503 -7.18017 -0.18995 0.12 -0.20 0.33
H -0.47455 -6.79036 -2.10594 0.04 -0.02 0.17
H -1.07125 -8.31577 -1.40481 -0.15 0.07 -0.18
H -1.75309 -6.74984 -0.86569 -0.09 -0.02 -0.21
H -0.21329 -7.60862 0.60158 0.16 0.13 -0.17
C -3.23811 -9.18279 0.89252 -0.11 -0.11 0.17
O -2.24160 -9.09610 1.90074 0.18 0.01 0.30
H -2.86502 -8.70807 -0.01490 -0.05 -0.14 0.17
H -3.46011 -10.23244 0.68620 -0.13 0.10 -0.23
H -4.14243 -8.66670 1.22550 -0.12 -0.02 -0.19
H -2.59752 -9.52359 2.69202 0.25 0.19 -0.22
C -2.12556 6.66347 -5.21596 -0.06 -0.06 -0.28
O -3.43323 6.18908 -5.49379 -0.20 -0.06 -0.15
H -2.00349 6.75050 -4.13519 -0.12 -0.04 -0.11
H -1.38873 5.95764 -5.60781 0.20 0.12 0.11
H -1.98597 7.64499 -5.67613 0.23 0.04 0.11
H -3.51402 6.12144 -6.45542 -0.06 -0.02 0.35
C 6.18218 -1.51955 -4.70287 -0.07 -0.15 0.24
O 5.69347 -2.74138 -5.23556 -0.21 -0.33 -0.07
H 6.81772 -1.03806 -5.44798 -0.11 -0.14 -0.02
H 5.34200 -0.86211 -4.46441 0.14 0.20 0.03
H 6.76768 -1.72009 -3.80267 -0.02 0.27 -0.12
H 5.13509 -3.14521 -4.55663 0.19 0.11 -0.28
C -5.42958 7.48864 -0.03801 0.09 0.20 0.00
O -4.13752 7.17862 0.45985 0.34 0.22 0.12
H -5.98766 6.56101 -0.17303 0.16 0.06 0.05
H -5.95559 8.12643 0.67678 -0.20 -0.02 -0.12
H -5.34003 8.00004 -0.99967 -0.24 -0.01 -0.04
H -3.66599 8.01635 0.56961 -0.10 -0.33 0.02
C -5.14796 -9.83771 -2.41956 0.10 -0.14 -0.18
O -3.74780 -9.89172 -2.19571 0.28 -0.11 -0.11
H -5.60157 -9.19400 -1.66443 0.14 -0.06 -0.05
H -5.34600 -9.42554 -3.41210 -0.25 0.01 0.05
H -5.57190 -10.84190 -2.34054 -0.23 0.09 -0.02
H -3.37218 -10.46706 -2.87681 -0.04 0.22 0.27
```
Positions in Å, forces in eV/Å.

Properties
Frontier orbital gap: 9.14 eV
HOMO level: -9.212 eV
E: -3031.51409 hartree
Total charge: 0
F_max: 0.154 hartree/bohr
SMILES: C#C[C@](C#N)(CCCCCCCCCCCCC)[C@@](C#N)(CCCI)P(O)O.CO.CO.CO.CO.CO.CO.CO.CO.CO.CO.CO

Atom charges from the Löwdin analysis, given in e for atoms 1 to 99: number 1, C, carries 0.1304; number 2, C, carries -0.0681; number 3, C, carries -0.3511; number 4, C, carries -0.1224; number 5, N, carries 0.1614; number 6, C, carries -0.1397; number 7, C, carries -0.1702; number 8, C, carries -0.2040; number 9, C, carries -0.1964; number 10, C, carries -0.2157; number 11, C, carries -0.1965; number 12, C, carries -0.2145; number 13, C, carries -0.2039; number 14, C, carries -0.2216; number 15, C, carries -0.1989; number 16, C, carries -0.2074; number 17, C, carries -0.2405; number 18, C, carries -0.1346; number 19, C, carries -0.4532; number 20, C, carries -0.1725; number 21, N, carries 0.1406; number 22, C, carries -0.1723; number 23, C, carries -0.3010; number 24, C, carries -0.5783; number 25, I, carries 0.7879; number 26, P, carries 0.9704; number 27, O, carries -0.3067; number 28, O, carries -0.3131; number 29, H, carries 0.0479; number 30, H, carries 0.1010; number 31, H, carries 0.1347; number 32, H, carries 0.1309; number 33, H, carries 0.0900; number 34, H, carries 0.1138; number 35, H, carries 0.0896; number 36, H, carries 0.1133; number 37, H, carries 0.1160; number 38, H, carries 0.0907; number 39, H, carries 0.0876; number 40, H, carries 0.1092; number 41, H, carries 0.1082; number 42, H, carries 0.1156; number 43, H, carries 0.1092; number 44, H, carries 0.1146; number 45, H, carries 0.1108; number 46, H, carries 0.1068; number 47, H, carries 0.1016; number 48, H, carries 0.1057; number 49, H, carries 0.0963; number 50, H, carries 0.1098; number 51, H, carries 0.1080; number 52, H, carries 0.0680; number 53, H, carries 0.0956; number 54, H, carries 0.0707; number 55, H, carries 0.0550; number 56, H, carries 0.0717; number 57, H, carries 0.0951; number 58, H, carries 0.1096; number 59, H, carries 0.0735; number 60, H, carries 0.1000; number 61, H, carries 0.0608; number 62, H, carries 0.0460; number 63, H, carries 0.0541; number 64, H, carries 0.0713; number 65, C, carries -0.1340; number 66, O, carries -0.1770; number 67, H, carries 0.0828; number 68, H, carries 0.0807; number 69, H, carries 0.0681; number 70, H, carries 0.0969; number 71, C, carries -0.1412; number 72, O, carries -0.1794; number 73, H, carries 0.0876; number 74, H, carries 0.0788; number 75, H, carries 0.0748; number 76, H, carries -0.0557; number 77, C, carries -0.1563; number 78, O, carries -0.1450; number 79, H, carries 0.0554; number 80, H, carries 0.0785; number 81, H, carries 0.0765; number 82, H, carries 0.0473; number 83, C, carries -0.1585; number 84, O, carries -0.1402; number 85, H, carries 0.0784; number 86, H, carries 0.0459; number 87, H, carries 0.0779; number 88, H, carries 0.0216; number 89, C, carries -0.1530; number 90, O, carries -0.1429; number 91, H, carries 0.0815; number 92, H, carries 0.0762; number 93, H, carries 0.0771; number 94, H, carries 0.0825; number 95, C, carries -0.1454; number 96, O, carries -0.1338; number 97, H, carries 0.0860; number 98, H, carries 0.0726; number 99, H, carries 0.0820